Computed, not measured: a single C4H6O2 molecule, with ωB97M-V/def2-TZVPD.

```
! RIJCOSX wB97M-V def2-TZVPD def2/J DEFGRID3
* xyz 0 1
O -2.04073 0.67770 0.18387
C -0.98610 -0.21316 0.18491
C 0.03396 -0.04476 -0.95965
C 1.34766 -0.19594 -0.24071
C 1.09494 -0.18185 1.06440
O -0.22160 -0.09315 1.40410
H -1.67467 1.56946 0.11920
H -1.44177 -1.20614 0.19634
H -0.12749 -0.78704 -1.74516
H -0.08212 0.95196 -1.41297
H 2.32395 -0.25912 -0.70117
H 1.77396 -0.21796 1.90684
*
```

Properties
Orbital gap ... 9.67 eV
Total energy ... -8339.3203 eV
SMILES ... O[C@H]1CC=CO1
HOMO ... -8.7 eV

These are the Mulliken partial charges, in e, on atoms 1 to 6: atom 1 (O): -0.502, atom 2 (C): 0.004, atom 3 (C): -0.436, atom 4 (C): -0.291, atom 5 (C): -0.294, atom 6 (O): -0.376

=====

Computed, not measured: a gas-phase ion, C8H12N3S2 (charge +1) in a non-equilibrium geometry, with ωB97M-V/def2-TZVPD.

```
! RIJCOSX wB97M-V def2-TZVPD def2/J DEFGRID3
* xyz 1 1
C -3.65190 0.29258 -0.69375
C -2.53080 -0.47526 -0.87942
C -3.57423 1.15931 0.31358
C -1.52130 -0.36920 0.06975
C 2.08769 0.28977 0.88427
C -0.26346 -0.92380 0.38388
C 3.19073 -0.72765 0.71994
C 0.90885 1.53722 -0.85861
N 1.24883 -0.26937 1.98830
N 0.27935 -0.83484 1.64410
N 1.24039 0.28292 -0.23412
S -2.14871 0.82316 1.25239
S 0.23563 -2.45010 -0.42204
H -4.54204 0.10252 -1.23578
H -2.53474 -1.29341 -1.57858
H -4.38372 1.77054 0.62636
H 2.49591 1.17715 1.31806
H 3.86167 -0.81146 1.64990
H 3.68154 -0.30206 -0.05530
H 2.81991 -1.75599 0.58248
H 0.36996 2.26457 -0.16711
H 1.84069 1.91954 -1.34240
H 0.05308 1.28180 -1.53463
H 1.49536 -0.30737 -1.03272
H -0.65868 -2.38055 -1.39853
*
```

Properties
Orbital gap ... 8.54 eV
Total energy ... -34621.3041 eV
HOMO ... -13.1 eV

These are the Mulliken partial charges, in e, on atoms 1 to 6: atom 1 (C): -0.387, atom 2 (C): -0.701, atom 3 (C): -0.473, atom 4 (C): 0.067, atom 5 (C): -0.085, atom 6 (C): 1.124

=====

Computed, not measured: 3 unconnected molecules or ions with the total composition C2H7OS2 in a non-equilibrium geometry, with ωB97M-V/def2-TZVPD.

```
! RIJCOSX wB97M-V def2-TZVPD def2/J DEFGRID3
* xyz -1 1
C 1.85828 1.08152 0.90932
O 2.93038 1.57396 0.69302
H 1.37816 1.08354 1.91746
H 0.60257 3.34990 -1.21159
H 1.10063 0.79055 0.17049
C -1.24298 -2.36883 -0.12791
S -1.82637 -1.01063 -1.18809
S -1.82248 0.57744 0.09323
H -0.18748 -2.19359 0.08842
H -1.79054 -2.28449 0.82590
H -1.48186 -3.36675 -0.49929
H 0.48171 2.76738 -1.67096
*
```

Properties
Orbital gap ... 6.00 eV
Total energy ... -25905.1191 eV
HOMO ... -2.3 eV

These are the Mulliken partial charges, in e, on atoms 1 to 6: atom 1 (C): 0.108, atom 2 (O): -0.451, atom 3 (H): 0.203, atom 4 (H): 0.032, atom 5 (H): 0.082, atom 6 (C): -0.783

=====

Computed, not measured: a single CH2S2 molecule in a non-equilibrium geometry, with ωB97M-V/def2-TZVPD.

```
! RIJCOSX wB97M-V def2-TZVPD def2/J DEFGRID3
* xyz 0 1
C 0.09835 0.58792 0.03224
H -1.06220 -1.38333 0.04945
H 0.08772 1.69879 -0.04037
S -1.50716 -0.08062 -0.00714
S 1.53119 -0.15957 -0.00552
*
```

Properties
Orbital gap ... 8.62 eV
Total energy ... -22739.1328 eV
SMILES ... S=CS
HOMO ... -8.9 eV

Formally, the Mulliken partial charges of the atoms, in units of the elementary charge, are as follows: atom 1 (C): -0.137, atom 2 (H): 0.172, atom 3 (H): 0.283, atom 4 (S): -0.108, atom 5 (S): -0.210

=====

Computed, not measured: 2 unconnected molecules or ions with the total composition CH6N2O3S in a non-equilibrium geometry, with ωB97M-V/def2-TZVPD.

```
! RIJCOSX wB97M-V def2-TZVPD def2/J DEFGRID3
* xyz 0 1
C 1.89990 -0.78717 0.13264
N -1.67949 1.31950 0.44690
N 0.19771 -0.27970 -1.34836
O -2.78862 -0.82545 -0.43805
O -0.99013 -0.94500 1.28346
O 1.04254 0.26499 -0.32798
S -1.64438 -0.26892 0.19690
H 1.26034 -1.54450 0.44328
H 2.36590 -0.39266 1.02147
H 2.60996 -1.07847 -0.67249
H -2.62109 1.55319 0.41290
H -1.03342 1.81686 1.02179
H -0.15271 0.48749 -1.92316
*
```

Properties
Orbital gap (spin up / spin down) ... 8.41 / 8.44 eV
Total energy ... -21087.4751 eV
HOMO (spin up / spin down) ... -8.7 / -8.7 eV

These are the Mulliken partial charges, in e, on atoms 1 to 6: atom 1 (C): -0.491, atom 2 (N): -0.354, atom 3 (N): -0.501, atom 4 (O): -0.536, atom 5 (O): -0.518, atom 6 (O): -0.174

=====

Computed, not measured: 2 unconnected molecules or ions with the total composition C3H4NO3P in a non-equilibrium geometry, with ωB97M-V/def2-TZVPD.

```
! RIJCOSX wB97M-V def2-TZVPD def2/J DEFGRID3
* xyz 0 1
C 0.61431 -0.48987 -0.25282
C 3.59880 -0.53675 1.38109
C -0.49042 0.01526 -2.33322
N 0.50101 -0.55528 -1.44738
O 1.06838 -0.65175 0.80356
O 3.71609 0.08562 0.43663
O 1.71226 -1.82229 3.04056
P 2.59438 -0.69351 2.89777
H -0.90697 0.89392 -2.01816
H 0.12994 0.37573 -3.14854
H -1.27517 -0.59497 -2.74788
H 3.96408 -0.92309 3.66691
*
```

Properties
Orbital gap (spin up / spin down) ... 8.44 / 8.44 eV
Total energy ... -20094.3592 eV
HOMO (spin up / spin down) ... -8.8 / -8.8 eV

These are the Mulliken partial charges, in e, on atoms 1 to 6: atom 1 (C): 0.495, atom 2 (C): 0.431, atom 3 (C): -0.782, atom 4 (N): -0.274, atom 5 (O): -0.417, atom 6 (O): -0.205